{"formula": "C5H8N2", "method": "ωB97M-V with the def2-TZVPD basis set", "e_tot_ev": -8287.03762, "lumo_ev": [0.454, 0.454], "e_homo_ev": [-8.15, -8.15], "e_above_lowest_kcal_mol": 183.5, "homo_lumo_gap_ev": [8.60, 8.60], "elements": ["C", "C", "C", "C", "C", "N", "N", "H", "H", "H", "H", "H", "H", "H", "H"], "coordinates": [[1.54, 1.19, -0.49], [0.35, 1.49, 0.01], [-0.46, 0.34, -0.46], [0.98, -0.15, -0.50], [1.66, -1.26, 0.28], [-2.66, 0.36, 0.59], [-1.41, -0.28, 0.32], [2.49, 1.60, -0.48], [-0.89, 0.76, -1.99], [1.25, -2.19, 0.01], [1.45, -1.06, 1.33], [2.66, -1.27, 0.16], [-2.31, 1.15, 1.25], [-3.12, 0.69, -0.20], [-1.51, -1.37, 0.19]], "lowdin_charge": [-0.061, -0.006, -0.396, -0.198, -0.025, 0.008, -0.146, 0.087, 0.203, 0.061, 0.101, 0.039, 0.123, 0.026, 0.184]}